[1]
C44H70FN2O8P3Rb | ωB97M-V/def2-TZVPD

Last column: Löwdin charge in e.
Cartesian coordinates (Å):
Rb (-1.1966, 0.3473, -0.6322)  1.039
C (-3.8775, 4.1047, -0.5817)  -0.050
C (-3.1026, 2.8342, -0.8693)  -0.606
O (-2.4003, 2.3590, 0.2632)  -0.204
P (-1.9071, 3.0570, -2.2485)  0.445
O (-1.1468, 4.4446, -1.9623)  -0.108
O (-2.7241, 3.3836, -3.5548)  -0.126
O (-0.9240, 1.9690, -2.3860)  -0.450
P (-4.1650, 1.5250, -1.6377)  0.311
O (-5.2815, 1.3418, -0.4404)  -0.127
O (-4.8229, 2.0967, -2.8602)  -0.291
O (-3.4149, 0.2478, -1.7924)  -0.452
H (-3.2005, 4.9099, -0.2999)  0.083
H (-4.5891, 3.9260, 0.2224)  0.088
H (-4.4241, 4.4000, -1.4729)  0.086
H (-2.8126, 1.4971, 0.4849)  -0.017
H (-0.2168, 4.2237, -2.0695)  0.019
H (-3.5943, 2.8814, -3.4816)  0.023
H (-5.5579, 0.4287, -0.5006)  0.058
C (-0.0660, 3.1479, -6.0476)  -0.065
C (0.8494, 3.8771, -5.0654)  -0.369
C (2.0270, 4.5250, -5.8091)  -0.061
C (1.3702, 2.9898, -3.9541)  -0.193
C (1.8076, 3.5686, -2.7713)  -0.023
C (2.3983, 2.8264, -1.7593)  -0.144
C (2.8206, 3.5364, -0.4939)  -0.366
C (1.5802, 4.0894, 0.2213)  -0.047
C (3.8270, 4.6584, -0.7492)  -0.053
C (2.5428, 1.4383, -1.9035)  -0.086
C (1.9888, 0.8285, -3.0395)  -0.129
C (1.4443, 1.6101, -4.0474)  0.020
C (2.0833, -0.6698, -3.2064)  -0.375
C (0.8141, -1.2966, -3.7848)  -0.043
C (3.2979, -1.0263, -4.0671)  -0.034
C (3.5806, 0.7039, -1.1237)  -0.176
C (4.8597, 1.1440, -1.4672)  -0.039
C (6.0126, 0.5041, -1.0550)  -0.066
C (5.8972, -0.6339, -0.2655)  -0.075
C (4.6482, -1.0611, 0.1275)  -0.116
C (3.4664, -0.4118, -0.2605)  -0.298
P (1.8440, -1.0012, 0.4023)  1.157
C (2.0211, -0.4153, 2.2255)  -0.670
C (0.9903, -1.0897, 3.1256)  -0.094
C (3.4000, -0.5171, 2.8777)  -0.082
C (1.6372, 1.0654, 2.1330)  -0.110
C (1.9454, -2.9339, 0.4071)  -0.659
C (2.5209, -3.3984, -0.9321)  -0.096
C (2.6969, -3.6837, 1.5129)  -0.079
C (0.4741, -3.3603, 0.4767)  -0.112
H (-0.4802, 3.8544, -6.7669)  0.080
H (-0.8907, 2.6821, -5.5102)  0.076
H (0.4819, 2.3893, -6.6037)  0.075
H (0.2538, 4.6750, -4.6064)  0.136
H (2.6507, 3.7641, -6.2742)  0.082
H (2.6489, 5.1025, -5.1290)  0.071
H (1.6610, 5.1947, -6.5861)  0.074
H (1.7236, 4.6423, -2.6577)  0.125
H (3.3079, 2.8053, 0.1570)  0.112
H (1.1935, 4.9658, -0.2957)  0.078
H (1.8249, 4.3855, 1.2399)  0.084
H (0.7914, 3.3371, 0.2563)  0.077
H (3.4063, 5.4274, -1.3918)  0.073
H (4.7257, 4.2655, -1.2185)  0.071
H (4.1026, 5.1203, 0.1955)  0.079
H (1.0723, 1.1171, -4.9278)  0.111
H (2.2396, -1.0950, -2.2128)  0.065
H (0.7009, -1.0507, -4.8378)  0.078
H (-0.0657, -0.9416, -3.2445)  0.075
H (0.8702, -2.3840, -3.7082)  0.075
H (3.2042, -0.5770, -5.0529)  0.081
H (3.3773, -2.1061, -4.1829)  0.079
H (4.2087, -0.6545, -3.6031)  0.075
H (4.9391, 2.0011, -2.1225)  0.122
H (6.9815, 0.8624, -1.3732)  0.101
H (6.7788, -1.1812, 0.0363)  0.102
H (4.5748, -1.9331, 0.7567)  0.084
H (1.2233, -2.1244, 3.3593)  0.071
H (-0.0015, -1.0535, 2.6783)  0.060
H (0.9521, -0.5546, 4.0744)  0.093
H (3.7082, -1.5486, 3.0212)  0.070
H (3.3560, -0.0470, 3.8607)  0.087
H (4.1610, 0.0011, 2.3003)  0.068
H (0.6383, 1.1697, 1.7006)  0.060
H (2.3504, 1.6140, 1.5217)  0.057
H (1.6212, 1.5057, 3.1298)  0.092
H (3.5061, -2.9699, -1.1075)  0.067
H (1.8631, -3.1241, -1.7521)  0.060
H (2.6242, -4.4849, -0.9357)  0.091
H (3.7731, -3.7014, 1.3473)  0.070
H (2.3585, -4.7217, 1.5145)  0.089
H (2.4908, -3.2859, 2.4974)  0.053
H (0.3953, -4.4393, 0.3521)  0.088
H (0.0413, -3.1034, 1.4390)  0.055
H (-0.1117, -2.8802, -0.3131)  0.066
C (-4.0807, 0.9173, 3.3609)  -0.024
N (-4.5558, -0.3281, 2.8150)  -0.080
C (-5.4994, -1.0856, 3.6033)  -0.152
C (-5.1764, -2.5628, 3.4459)  -0.155
C (-5.3189, -2.9077, 1.9743)  -0.163
N (-4.5774, -1.9593, 1.1676)  -0.077
C (-4.1254, -2.4570, -0.1114)  -0.032
C (-4.0085, -0.8309, 1.6750)  -0.505
O (-3.0994, -0.2437, 1.0870)  -0.140
H (-3.6626, 0.7597, 4.3605)  0.093
H (-4.9052, 1.6361, 3.4221)  0.094
H (-3.3074, 1.3121, 2.7044)  0.080
H (-6.5294, -0.8783, 3.2739)  0.123
H (-5.4044, -0.7768, 4.6482)  0.121
H (-5.8256, -3.1866, 4.0577)  0.115
H (-4.1241, -2.7308, 3.7330)  0.082
H (-6.3764, -2.9003, 1.6665)  0.121
H (-4.9169, -3.9105, 1.7887)  0.125
H (-3.3382, -3.2114, 0.0014)  0.093
H (-3.7462, -1.6314, -0.7108)  0.053
H (-4.9738, -2.9101, -0.6276)  0.094
F (-0.5462, -6.5749, 6.9847)  -0.036
C (-0.8884, -5.5969, 6.0683)  -0.323
C (-1.1443, -5.9579, 4.7521)  -0.076
C (-1.4826, -4.9922, 3.8406)  -0.090
C (-1.6139, -3.6151, 4.2052)  -0.377
C (-2.0180, -2.6515, 3.3160)  -0.127
C (-1.3177, -3.3081, 5.5704)  -0.090
C (-0.9573, -4.2714, 6.4755)  -0.075
H (-1.0767, -6.9975, 4.4559)  0.099
H (-1.6697, -5.2666, 2.8083)  0.089
H (-2.0773, -1.6178, 3.6099)  0.039
H (-2.1950, -2.8810, 2.2789)  0.032
H (-1.3910, -2.2746, 5.8847)  0.090
H (-0.7237, -4.0205, 7.5021)  0.099

Properties
Charge = -1
Molecular weight = 952.44 g mol⁻¹
Relative energy (zero: lowest compared OMol25 entry of this formula, charge and spin) = 43.7 kcal/mol
E_tot = -97372.556 eV
Orbital gap = 4.1536 eV

---

[2]
C44H71ClN17O | ωB97M-V/def2-TZVPD

Last column: Löwdin charge in e.
Cartesian coordinates (Å):
C (2.7046, -3.3246, 2.0436)  -0.138
C (1.4274, -4.2643, 1.5929)  -0.240
C (1.0462, -4.1876, 0.0017)  -0.204
C (-0.2854, -3.2355, -0.3232)  -0.632
Cl (-0.6422, -3.4985, -2.1602)  0.566
C (-1.6173, -3.7054, 0.4881)  -0.128
C (-2.5989, -2.5344, 1.0404)  -0.412
C (-2.9245, -2.8655, 2.6420)  -0.063
C (-4.0697, -2.7559, 0.2722)  -0.059
N (-2.2044, -1.1154, 0.7674)  -0.107
O (-2.9488, -0.3097, 1.5582)  -0.064
C (-0.7384, -0.8230, 0.9341)  -0.411
C (-0.5417, 0.7734, 0.4696)  -0.085
C (-0.1623, -0.9033, 2.4653)  -0.061
C (0.1940, -1.6912, -0.0956)  -0.119
H (2.8847, -3.5658, 3.1983)  0.065
H (2.5012, -2.1763, 1.9402)  0.059
H (3.6773, -3.6902, 1.4921)  0.062
H (1.7328, -5.3964, 1.8150)  0.107
H (0.5536, -4.0205, 2.3316)  0.085
H (1.9535, -3.6432, -0.5503)  0.121
H (0.9635, -5.2529, -0.4880)  0.112
H (-1.3804, -4.4224, 1.4129)  0.127
H (-2.2426, -4.3949, -0.2605)  0.111
H (-3.8399, -2.2494, 3.0595)  0.097
H (-1.9739, -2.8409, 3.3237)  0.079
H (-3.2911, -4.0021, 2.6401)  0.096
H (-4.6288, -3.5638, 0.9207)  0.087
H (-4.7266, -1.7663, 0.3052)  0.094
H (-3.9275, -3.0547, -0.8545)  0.084
H (-0.8142, 0.9392, -0.6738)  0.089
H (0.6236, 1.0045, 0.5846)  0.091
H (-1.1137, 1.5061, 1.1810)  0.073
H (0.8914, -0.3493, 2.4831)  0.067
H (0.0106, -1.9832, 2.8809)  0.067
H (-0.8674, -0.2964, 3.1764)  0.099
H (0.1063, -1.1507, -1.1568)  0.108
H (1.3575, -1.6434, 0.1628)  0.127
C (3.8535, -6.6393, 4.0655)  -0.097
C (2.7642, -5.8145, 4.7315)  -0.220
N (1.8607, -5.1302, 5.2842)  0.092
H (4.8288, -6.1746, 4.2340)  0.061
H (3.8636, -7.6499, 4.4828)  0.075
H (3.6693, -6.7003, 2.9893)  0.039
C (8.1849, -5.6153, 2.2096)  -0.096
C (6.7191, -5.7318, 1.8244)  -0.174
N (5.5031, -5.8286, 1.5048)  0.095
H (8.5242, -6.5467, 2.6712)  0.082
H (8.7894, -5.4178, 1.3202)  0.001
H (8.3194, -4.7958, 2.9209)  0.082
C (-5.3148, 1.2982, 3.4222)  -0.105
C (-5.0622, 1.8307, 4.8233)  -0.210
N (-4.8525, 2.2724, 5.9857)  0.065
H (-4.4821, 0.6623, 3.1093)  0.047
H (-6.2367, 0.7105, 3.4075)  0.073
H (-5.4115, 2.1300, 2.7190)  0.013
C (10.6405, -5.1716, -1.7289)  -0.065
C (10.7058, -5.1640, -0.2103)  -0.166
N (10.7599, -5.1576, 1.0495)  0.099
H (9.9600, -4.3896, -2.0768)  0.080
H (11.6349, -4.9897, -2.1456)  0.079
H (10.2785, -6.1413, -2.0816)  0.080
C (-3.0379, 4.8158, 0.6061)  -0.081
C (-1.6017, 4.4343, 0.2866)  -0.182
N (-0.4102, 4.1178, 0.0215)  0.098
H (-3.7258, 4.1160, 0.1235)  0.071
H (-3.1999, 4.7858, 1.6871)  0.058
H (-3.2449, 5.8262, 0.2429)  0.064
C (-1.4087, -3.3366, -5.4750)  -0.094
C (-2.0623, -4.1241, -6.5988)  -0.159
N (-2.6044, -4.7774, -7.5313)  0.104
H (-0.5771, -2.7455, -5.8684)  0.082
H (-2.1391, -2.6636, -5.0177)  0.079
H (-1.0289, -4.0215, -4.7117)  0.016
C (-8.9534, 3.6313, 2.3616)  -0.065
C (-7.7594, 2.9279, 1.7371)  -0.164
N (-6.7688, 2.3443, 1.2191)  0.095
H (-9.4023, 2.9941, 3.1285)  0.078
H (-8.6341, 4.5707, 2.8212)  0.081
H (-9.7024, 3.8466, 1.5945)  0.078
C (-3.9238, -7.7467, -6.6854)  -0.104
C (-3.8625, -9.2026, -6.2529)  -0.215
N (-3.8118, -10.4105, -5.8942)  0.077
H (-4.4920, -7.6576, -7.6153)  0.073
H (-4.4115, -7.1481, -5.9112)  0.073
H (-2.9126, -7.3632, -6.8478)  0.046
C (1.5241, 4.7038, 3.7774)  -0.122
C (1.4482, 3.1965, 3.5968)  -0.174
N (1.3855, 1.9459, 3.4470)  0.102
H (2.5051, 5.0684, 3.4607)  0.060
H (0.7519, 5.1906, 3.1754)  0.052
H (1.3709, 4.9614, 4.8290)  0.015
C (4.9994, 5.9245, 6.6708)  -0.066
C (3.5615, 6.1146, 6.2163)  -0.149
N (2.3686, 6.2721, 5.8391)  0.096
H (5.4160, 5.0189, 6.2213)  0.078
H (5.6033, 6.7835, 6.3659)  0.078
H (5.0370, 5.8313, 7.7597)  0.078
C (-4.4223, 5.3050, -3.2468)  -0.097
C (-5.5115, 6.1298, -2.5807)  -0.220
N (-6.4150, 6.8141, -2.0280)  0.077
H (-3.4469, 5.7697, -3.0782)  0.068
H (-4.4121, 4.2944, -2.8294)  0.070
H (-4.6064, 5.2440, -4.3230)  0.074
C (-1.0311, 7.9067, 3.8484)  -0.075
C (-2.3817, 7.5583, 3.2444)  -0.186
N (-3.5021, 7.2694, 2.7431)  0.092
H (-0.4200, 8.4384, 3.1138)  0.057
H (-1.1685, 8.5446, 4.7258)  0.082
H (-0.5108, 6.9934, 4.1500)  0.055
C (1.0994, 2.8752, -3.4747)  -0.092
C (-0.3385, 3.0653, -3.9292)  -0.205
N (-1.5314, 3.2228, -4.3064)  0.075
H (1.5160, 1.9696, -3.9242)  0.075
H (1.7033, 3.7342, -3.7796)  0.040
H (1.1370, 2.7820, -2.3858)  0.057
C (2.0094, 7.0953, 0.3984)  -0.079
C (2.2621, 7.6279, 1.7995)  -0.205
N (2.4718, 8.0696, 2.9619)  0.100
H (2.8422, 6.4595, 0.0855)  0.048
H (1.0875, 6.5076, 0.3837)  0.051
H (1.9128, 7.9272, -0.3048)  0.073
C (-1.9875, -5.8932, -10.4225)  -0.117
C (-1.4571, -6.0653, -11.8365)  -0.215
N (-1.0169, -6.2080, -13.0095)  0.074
H (-1.3509, -5.1987, -9.8674)  0.051
H (-3.0060, -5.4965, -10.4522)  0.069
H (-1.9959, -6.8578, -9.9074)  0.068
C (3.6784, 7.1842, -3.5736)  -0.069
C (3.4468, 5.9397, -2.7322)  -0.186
N (3.2546, 4.9071, -2.0343)  0.115
H (3.8425, 6.9032, -4.6176)  0.079
H (2.8068, 7.8416, -3.5145)  0.077
H (4.5567, 7.7234, -3.2077)  0.079

Properties
2S+1 = 2
Molecular weight = 889.62 g mol⁻¹
E_tot = -86658.148 eV
Orbital gap (alpha / beta) = 8.8868 / 9.3838 eV
Expectation value of S² = 0.7544